[1]
Here is one molecule with the formula C4H5N3 from the OMol25 dataset. Energies are from ωB97M-V/def2-TZVPD.

Calculated values
HOMO level (spin up / spin down): -6.6 / -7.8 eV
LUMO energy (spin up / spin down): 0.0037 / 0.0064 Eh
total energy: -8694.1473 eV

Geometry as XYZ:
```
12
C4H5N3 ωB97M-V/def2-TZVPD
N 0.6780 0.9923 1.5444
C 0.3727 0.3016 0.4190
C 1.1122 -0.9615 0.1574
N 0.2719 -1.8703 0.2546
C -1.6061 -0.9369 -1.8671
N -1.2032 0.0649 -1.3330
C -0.7138 0.7812 -0.3689
H 1.4677 0.6780 2.0868
H -0.0412 1.4500 2.0862
H 2.2144 -0.9882 0.0696
H -1.3947 -1.2605 -2.8815
H -1.1580 1.7495 -0.1675
```

Atom charges from the natural (NBO) analysis, given in e for atoms 1 to 8: -0.765 0.200 -0.088 -0.367 0.126 -0.292 -0.150 0.393


[2]
Here is one molecule with the formula C4H5N3 from the OMol25 dataset. Energies are from ωB97M-V/def2-TZVPD.

Calculated values
HOMO level: -9.0 eV
LUMO energy: 0.0336 Eh
structure (SMILES): Nc1ccncn1
total energy: -8699.5262 eV

Geometry as XYZ:
```
12
C4H5N3 ωB97M-V/def2-TZVPD
N 0.7742 0.0298 -1.8952
C 0.1080 -0.0457 -0.7136
C 0.7568 -0.5879 0.4102
N -1.1188 0.4778 -0.6191
C -1.5986 0.5993 0.6204
N -0.9485 0.4021 1.7597
C 0.2469 -0.1955 1.6237
H 1.5779 -0.5571 -2.0414
H 0.3385 0.4628 -2.6910
H 1.6650 -1.1722 0.3095
H -2.6385 0.9133 0.7093
H 0.8371 -0.3265 2.5276
```

Atom charges from the natural (NBO) analysis, given in e for atoms 1 to 8: -0.787 0.414 -0.361 -0.514 0.277 -0.494 0.078 0.392


[3]
Here is one molecule with the formula C4H5N3 at a distorted geometry from the OMol25 dataset. Energies are from ωB97M-V/def2-TZVPD.

Calculated values
HOMO level: -9.3 eV
LUMO energy: 0.0015 Eh
structure (SMILES): Cc1nccnn1
total energy: -8696.9106 eV

Geometry as XYZ:
```
12
C4H5N3 ωB97M-V/def2-TZVPD
C 1.6710 1.1026 -1.2316
C 0.4737 0.4770 -0.5184
C -1.1349 -1.0199 -0.3496
C -1.1115 -0.8869 1.0631
H 2.3937 0.1345 -1.4985
H 2.1721 1.6470 -0.4563
H 1.4471 1.9432 -2.0010
H -1.7895 -1.9910 -0.6463
H -1.7679 -1.4748 1.5997
N -0.3206 -0.4111 -1.1648
N -0.3832 -0.0256 1.6328
N 0.4402 0.6803 0.8493
```

Atom charges from the natural (NBO) analysis, given in e for atoms 1 to 8: -0.665 0.370 0.070 -0.048 0.242 0.239 0.247 0.195